11 unconnected molecules or ions with the total composition C15H52O11 in a non-equilibrium geometry, computed with ωB97M-V/def2-TZVPD.

Each line ends with the Löwdin charge.
Geometry (Å):
C -4.67097 3.55576 -5.13240  -0.057
C -4.19158 2.13991 -4.76596  -0.479
C -5.31901 1.22270 -4.30138  -0.065
O -3.58026 1.52605 -5.90485  -0.067
H -4.90864 4.09778 -4.21707  0.075
H -5.54819 3.53736 -5.77913  0.077
H -3.94913 4.19192 -5.64461  0.076
H -3.35231 2.14987 -4.07053  0.134
H -4.97153 0.22586 -4.02997  0.079
H -6.08901 1.06978 -5.05756  0.079
H -5.83955 1.61460 -3.42757  0.075
H -4.30008 1.49268 -6.53916  0.077
C 0.88823 4.60181 -2.55935  -0.043
C 0.46558 5.86762 -1.80324  -0.498
C 0.29274 7.09287 -2.63795  -0.076
O -0.79826 5.62537 -1.14409  -0.068
H 0.63363 3.71835 -1.97388  0.076
H 1.96094 4.69296 -2.72987  0.082
H 0.30063 4.51478 -3.47327  0.081
H 1.23968 6.14941 -1.08948  0.125
H 0.59784 7.98051 -2.08377  0.079
H -0.70988 7.22811 -3.04361  0.087
H 0.98377 6.98686 -3.47422  0.080
H -1.11391 6.47708 -0.83336  0.075
C -5.46467 -2.21728 4.68340  -0.055
C -4.73929 -3.16991 3.67517  -0.498
C -4.79392 -4.63543 4.19461  -0.048
O -5.14807 -2.98082 2.36074  -0.039
H -5.06995 -2.43034 5.67682  0.069
H -6.54514 -2.18807 4.82425  0.077
H -5.12742 -1.20562 4.45778  0.064
H -3.68567 -2.89256 3.64264  0.124
H -4.31413 -4.72879 5.16887  0.073
H -4.18856 -5.25936 3.53708  0.071
H -5.82585 -4.96853 4.30540  0.080
H -4.98948 -2.04826 2.19706  0.084
C 5.16856 -4.60965 -1.15429  -0.046
C 6.08537 -5.02746 0.02138  -0.481
C 7.07116 -6.11344 -0.17132  -0.073
O 6.86576 -3.82883 0.26306  -0.080
H 4.69125 -3.63388 -1.06405  0.077
H 4.41946 -5.39146 -1.27968  0.071
H 5.74509 -4.68114 -2.07657  0.077
H 5.51738 -5.21183 0.93324  0.130
H 7.71704 -6.30984 0.68447  0.085
H 7.64198 -6.10162 -1.09983  0.086
H 6.48306 -7.02571 -0.27146  0.079
H 6.39656 -3.41700 0.99233  0.075
C 4.32815 1.39542 1.36765  -0.086
C 5.10995 1.42324 2.62276  -0.459
C 4.50098 2.52828 3.53480  -0.060
O 5.15572 0.08957 3.23890  -0.063
H 3.30080 1.03253 1.39879  0.085
H 4.88461 0.81805 0.62935  0.082
H 4.29007 2.37269 0.88640  0.086
H 6.12853 1.68851 2.33953  0.129
H 3.42359 2.37049 3.58412  0.078
H 4.47509 3.53741 3.12360  0.072
H 4.97537 2.71137 4.49892  0.071
H 5.43936 0.10274 4.15595  0.076
O -0.98729 1.36137 4.66865  -0.052
H -1.59897 1.33942 3.93273  0.019
H -0.64031 0.47070 4.71897  0.025
O -0.80373 -1.43518 -0.50087  -0.047
H -1.55117 -0.88767 -0.26047  0.021
H -0.25096 -1.44322 0.28054  0.026
O 1.53921 -1.92794 3.23243  -0.053
H 2.40951 -1.58102 3.03636  0.019
H 1.66874 -2.87348 3.30600  0.031
O 0.36362 -0.20984 -4.59424  -0.051
H 0.09290 -0.38176 -3.69237  0.021
H -0.44590 0.02710 -5.04677  0.023
O -3.54527 1.41506 1.01679  -0.054
H -3.07196 2.19038 0.71500  0.032
H -4.46498 1.68033 1.01703  0.031
O -2.08935 -5.48944 -0.84134  -0.052
H -1.77920 -4.59196 -0.96202  0.021
H -2.78855 -5.41641 -0.19172  0.025

HOMO level: -9.912 eV
E_LUMO: -0.140 eV
Structure (SMILES): CC(C)O.CC(C)O.CC(C)O.CC(C)O.CC(C)O.O.O.O.O.O.O
Relative energy (zero: lowest compared OMol25 entry of this formula, charge and spin): 54.13 kcal per mole
2S+1: 1
F_max: 2.70 eV Å⁻¹

---

12 unconnected molecules or ions with the total composition C15H54N18O15 in a non-equilibrium geometry, computed with ωB97M-V/def2-TZVPD.

Each line ends with the Löwdin charge.
Geometry (Å):
N -2.22117 2.11060 1.59673  0.218
C -2.11619 2.69174 0.45120  -0.722
N -3.23613 3.21002 -0.00051  0.195
O -1.07121 2.68294 -0.19308  -0.004
H -1.41924 1.70074 2.05294  0.128
H -3.15345 2.00557 1.96859  0.127
H -3.18952 3.60152 -0.92980  0.128
H -4.12634 2.90187 0.36142  0.118
N -0.89439 -0.53095 -0.36526  0.198
C 0.35415 -0.44744 -0.05268  -0.717
N 0.52961 0.76087 0.43122  0.176
O 1.17336 -1.37598 -0.11327  0.007
H -1.56211 0.20407 -0.18933  0.095
H -1.23459 -1.42905 -0.67869  0.078
H -0.10887 1.50895 0.18862  0.020
H 1.39819 1.00123 0.88853  0.051
N 4.02352 -1.32244 0.03672  0.169
C 4.67067 -1.39301 -1.10604  -0.762
N 5.75294 -0.61526 -1.10970  0.150
O 4.30991 -2.01251 -2.08609  0.041
H 4.48070 -1.00710 0.87899  0.102
H 3.04127 -1.19370 -0.17205  0.057
H 6.20779 -0.56574 -2.00950  0.116
H 5.98052 -0.09091 -0.27970  0.073
N -1.00622 -4.30867 -2.22294  0.193
C -1.92366 -4.32509 -1.31960  -0.743
N -2.89153 -5.18488 -1.54432  0.171
O -1.99546 -3.55796 -0.36614  0.026
H -0.21971 -3.67664 -2.18241  0.127
H -0.99389 -5.06060 -2.89595  0.118
H -3.62298 -5.17533 -0.84885  0.113
H -2.89229 -5.92772 -2.22717  0.110
N -0.77083 -1.33784 -3.56844  0.170
C -0.33198 -1.51878 -4.76321  -0.807
N -0.87784 -2.63607 -5.20053  0.161
O 0.32389 -0.77864 -5.40193  0.088
H -1.71639 -1.67496 -3.45779  0.067
H -0.50124 -0.50136 -3.07119  0.092
H -0.59362 -3.10567 -6.04721  0.116
H -1.31059 -3.16581 -4.45847  0.075
N 0.61782 0.69422 6.27502  0.177
C 1.38325 0.26095 5.34600  -0.767
N 1.46567 1.10747 4.37832  0.183
O 1.96648 -0.81680 5.28386  0.035
H 0.38726 0.11142 7.06644  0.125
H 0.10223 1.56068 6.31257  0.118
H 1.92945 0.79818 3.53621  0.102
H 0.94668 1.96484 4.26024  0.112
N 1.64511 0.74996 -3.10027  0.200
C 1.90945 2.00474 -3.06010  -0.829
N 2.78701 2.31430 -2.21378  0.191
O 1.44816 2.80151 -3.86437  0.018
H 2.05731 0.07673 -2.47098  0.107
H 1.16955 0.42673 -3.93108  0.078
H 3.24380 1.61653 -1.64531  0.101
H 3.14845 3.25638 -2.20450  0.123
N 3.34993 3.82851 0.93246  0.182
C 3.72749 2.54885 1.05847  -0.719
N 4.96685 2.34821 0.56955  0.169
O 3.00822 1.63709 1.28977  0.044
H 4.01650 4.47761 0.54267  0.110
H 2.34902 3.96280 0.95372  0.073
H 5.23897 1.38571 0.44531  0.069
H 5.50457 3.16870 0.33421  0.107
N -5.46024 -1.15061 -3.61873  0.173
C -4.30397 -0.72966 -3.19481  -0.807
N -4.09226 0.49388 -3.48466  0.193
O -3.53774 -1.40062 -2.55596  0.041
H -5.74280 -2.08618 -3.36649  0.118
H -5.94225 -0.72312 -4.39540  0.113
H -4.61489 0.99054 -4.19011  0.124
H -3.32322 0.84160 -2.93040  0.128
O 0.74390 4.66439 -0.23859  -0.083
C 0.16761 5.68414 0.50433  -0.246
C 1.04181 6.18867 1.65826  -0.208
O 0.99365 5.41470 2.89172  -0.087
H 0.18650 3.88077 -0.26513  0.035
H 0.02330 6.45966 -0.24892  0.120
H -0.82507 5.35824 0.81712  0.117
H 0.83113 7.21164 1.97052  0.114
H 2.08256 6.15103 1.33563  0.100
H 1.91646 5.19214 3.03608  0.060
O -6.03136 -3.02886 2.19933  -0.070
C -6.36367 -2.19106 1.10561  -0.239
C -5.24581 -2.25201 0.07241  -0.249
O -3.99119 -1.60896 0.38167  -0.081
H -5.22467 -2.69879 2.60267  0.082
H -7.26618 -2.62844 0.67876  0.119
H -6.55709 -1.16338 1.41473  0.115
H -5.71187 -1.72406 -0.76195  0.087
H -5.08289 -3.21242 -0.41724  0.111
H -3.33704 -2.22196 0.03466  0.013
O 4.19810 -3.32200 4.49610  -0.072
C 3.76255 -3.66025 3.15736  -0.239
C 2.51976 -2.98447 2.64593  -0.270
O 1.48995 -2.99868 3.60668  -0.068
H 3.46577 -3.51650 5.08620  0.071
H 4.58198 -3.61626 2.43981  0.111
H 3.51541 -4.72306 3.15980  0.107
H 2.17495 -3.47594 1.73620  0.121
H 2.77724 -1.95322 2.40134  0.094
H 1.54727 -2.20620 4.14794  0.021

HOMO level: -8.652 eV
E_LUMO: -0.078 eV
Structure (SMILES): NC(N)=O.NC(N)=O.NC(N)=O.NC(N)=O.NC(N)=O.NC(N)=O.NC(N)=O.NC(N)=O.NC(N)=O.OCCO.OCCO.OCCO
Relative energy (zero: lowest compared OMol25 entry of this formula, charge and spin): 117.05 kcal per mole
2S+1: 1
F_max: 7.56 eV Å⁻¹

---

What did we get for orbital gap? Answer: 9.772 8.574 eV, in the order shown.